[1]
A 2-piece molecular cluster, C3H5NO2 overall. Source: the Open Molecules 2025 dataset; level of theory: ωB97M-V/def2-TZVPD.

HOMO: -9.6853 eV
frontier orbital gap: 10.57 eV
total energy: -322.52192 hartree

Atoms and positions in Å:
H 1.604 -0.131 -0.287
C 1.316 2.039 2.234
C -0.874 -1.153 -1.136
N 0.804 0.496 -0.287
H -1.227 0.417 0.246
H 0.744 0.857 -1.236
H -1.759 -1.786 -0.907
H -0.252 -0.876 0.893
C -0.397 -0.262 -0.005
O 0.399 1.569 2.715
O -0.359 -1.170 -2.229

Force components x, y, z for each atom (eV/Å):
-0.1 0.1 0.0
-1.1 -0.5 0.6
0.1 0.0 -0.3
0.0 -0.1 -0.2
0.1 -0.1 -0.1
0.1 0.0 0.1
0.1 0.1 -0.1
-0.1 0.0 -0.1
0.0 0.0 0.0
1.1 0.6 -0.6
-0.3 0.0 0.5


[2]
One molecule with the formula C3H5NO2. Source: the Open Molecules 2025 dataset; level of theory: ωB97M-V/def2-TZVPD.

HOMO: -10.5503 eV
frontier orbital gap: 11.30 eV
SMILES: O=C=NCCO
total energy: -322.51583 hartree

Atoms and positions in Å:
O 2.500 0.357 0.939
H 0.785 -0.276 -1.178
H -1.363 -1.363 0.019
O 0.565 0.684 -1.169
N 0.657 -1.109 0.515
C 1.567 -0.302 0.710
C -0.711 -0.580 0.417
H -1.047 -0.345 1.430
C -0.681 0.679 -0.506
H -0.794 1.602 0.080
H -1.477 0.653 -1.256

Force components x, y, z for each atom (eV/Å):
-0.5 -0.6 -0.1
0.1 1.1 -0.8
0.2 0.1 0.0
-0.2 -0.2 -0.6
0.4 0.3 0.7
0.5 -0.4 0.7
-0.2 0.1 0.0
-0.2 0.1 -0.2
-0.3 -0.1 0.1
0.2 -0.2 -0.2
-0.2 -0.1 0.2


[3]
One molecule with the formula C3H5NO2. Source: the Open Molecules 2025 dataset; level of theory: ωB97M-V/def2-TZVPD.

HOMO: -10.3580 eV
frontier orbital gap: 11.21 eV
SMILES: [H]/N=C(/C)OC=O
total energy: -322.54533 hartree

Atoms and positions in Å:
H 2.604 -0.923 -0.694
H -0.969 -0.707 1.888
N -0.637 1.372 -0.445
O 1.994 0.906 -1.335
O 0.756 -0.540 -0.070
H -2.309 0.069 0.997
H -1.623 -1.486 0.443
H 0.155 1.719 -0.981
C -0.418 0.241 0.052
C -1.394 -0.517 0.898
C 1.842 -0.133 -0.753

Force components x, y, z for each atom (eV/Å):
-0.1 0.1 0.0
0.0 0.0 -0.1
0.2 -0.3 0.1
-0.1 -0.4 0.2
0.0 0.1 0.0
0.2 -0.1 0.0
0.1 0.1 0.0
-0.1 0.0 0.0
-0.2 0.2 0.0
-0.1 0.0 0.0
0.2 0.3 -0.2


[4]
A 3-piece molecular cluster, C3H5NO2 overall. Source: the Open Molecules 2025 dataset; level of theory: ωB97M-V/def2-TZVPD.

HOMO: -10.5197 eV
frontier orbital gap: 11.04 eV
SMILES: C#N.C=O.C=O
total energy: -322.46456 hartree

Atoms and positions in Å:
C -0.765 -1.605 -0.197
C -0.740 1.414 0.663
C 2.024 0.249 -0.644
H -0.132 2.176 1.180
H -0.772 1.480 -0.441
H 1.602 -0.478 -1.318
H -0.101 -1.640 0.686
O -1.327 0.546 1.264
H -1.827 -1.837 -0.013
O -0.352 -1.337 -1.304
N 2.390 1.031 0.124

Force components x, y, z for each atom (eV/Å):
0.1 0.0 -0.3
-0.1 -0.2 0.2
0.3 0.7 0.7
-0.1 0.0 0.0
0.0 -0.1 0.1
0.1 0.1 0.1
0.0 0.0 -0.1
0.3 0.4 -0.3
0.1 0.0 -0.1
-0.2 -0.1 0.5
-0.3 -0.8 -0.8